{
  "formula": "C12H14IO2",
  "method": "ωB97M-V/def2-TZVPD",
  "species": ["O", "C", "C", "C", "C", "C", "C", "C", "C", "C", "C", "C", "C", "O", "H", "H", "H", "H", "H", "H", "H", "H", "H", "H", "H", "H", "H", "H", "I"],
  "coordinates": [[-2.263, 0.866, 2.249], [-2.148, -0.166, 1.664], [-2.906, -0.617, 0.423], [-2.243, -1.950, -0.005], [-0.980, -1.978, 0.870], [0.363, -1.597, 0.241], [0.305, -0.664, -0.978], [1.259, 0.518, -0.942], [2.467, 0.511, -0.259], [3.289, 1.629, -0.228], [2.899, 2.778, -0.892], [1.712, 2.787, -1.605], [0.894, 1.672, -1.635], [-1.261, -1.149, 1.996], [-2.701, 0.124, -0.356], [-3.989, -0.641, 0.504], [-2.948, -2.733, 0.257], [-2.011, -1.880, -1.064], [-0.879, -2.976, 1.302], [0.934, -1.114, 1.032], [0.923, -2.502, -0.001], [-0.685, -0.230, -1.112], [0.505, -1.210, -1.905], [2.743, -0.386, 0.280], [4.206, 1.573, 0.341], [3.520, 3.662, -0.858], [1.409, 3.676, -2.144], [-0.035, 1.686, -2.191], [-2.380, 0.313, 5.015]],
  "forces_ev_per_angstrom": [[0.2421, -0.3128, -1.3957], [-0.4696, 0.3802, 0.0148], [0.6211, 0.0698, -0.9920], [-0.4862, 1.3029, 0.4991], [-0.2528, -1.0440, 0.4980], [-0.0054, 0.2080, -0.1769], [0.3260, 0.3334, -0.0185], [-0.3084, 0.0192, -0.1782], [-0.1566, -0.2356, 0.0444], [-0.1802, -0.2665, 0.0650], [0.2715, 0.0951, 0.0079], [-0.2035, 0.1476, -0.2202], [0.3193, -0.0937, 0.1490], [0.2892, 0.5907, -0.1793], [-0.0795, 0.2163, 0.1561], [0.0073, -0.1013, 0.4749], [0.3387, -0.4450, -0.2843], [-0.1040, -0.6189, -0.0973], [0.1461, -0.0192, -0.0399], [-0.0997, -0.0003, 0.1216], [-0.1079, -0.0755, -0.1021], [-0.0921, -0.0901, 0.1164], [-0.0418, -0.1500, 0.0423], [0.1665, 0.0361, 0.0457], [0.0781, 0.1718, -0.0295], [0.0096, 0.0386, -0.0124], [0.0198, 0.0675, 0.0346], [-0.0633, 0.0622, 0.0201], [-0.1842, -0.2868, 1.4363]],
  "gap_ha": 0.18673,
  "spin_multiplicity": 1,
  "de_lowest_kcal_mol": 0.00,
  "e_lumo_ev": 2.688,
  "charge": -1
}

=====

{
  "formula": "C12H14IrN7O4Se",
  "method": "ωB97M-V/def2-TZVPD",
  "species": ["Ir", "N", "C", "C", "O", "N", "C", "C", "O", "O", "H", "H", "H", "H", "H", "H", "C", "N", "C", "C", "N", "C", "C", "Se", "H", "H", "H", "H", "H", "H", "H", "H", "O", "N", "C", "C", "N", "C", "N"],
  "coordinates": [[0.044, -0.337, 0.048], [-0.696, -1.183, -1.750], [0.476, -1.477, -2.629], [1.789, -1.451, -1.850], [2.774, -2.064, -2.117], [1.711, -0.542, -0.761], [2.862, -0.199, 0.074], [2.417, -0.228, 1.539], [3.126, -0.469, 2.467], [1.123, 0.124, 1.689], [-1.147, -2.053, -1.471], [-1.387, -0.644, -2.261], [0.550, -0.685, -3.376], [0.363, -2.432, -3.135], [3.116, 0.845, -0.134], [3.723, -0.824, -0.144], [-2.216, 1.260, 3.311], [-1.026, 2.079, 3.079], [-0.276, 2.670, 4.061], [0.748, 3.314, 3.451], [0.608, 3.104, 2.103], [1.505, 3.630, 1.081], [-0.468, 2.335, 1.891], [-1.114, 1.766, 0.203], [-2.429, 1.281, 4.376], [-2.025, 0.241, 2.997], [-3.057, 1.676, 2.762], [-0.528, 2.580, 5.102], [1.556, 3.894, 3.857], [2.475, 3.806, 1.537], [1.112, 4.560, 0.676], [1.602, 2.899, 0.283], [-1.315, -1.268, 1.179], [-0.938, -1.821, 2.350], [-0.181, -2.855, 2.244], [0.281, -3.304, 0.955], [0.622, -3.563, -0.111], [0.212, -3.563, 3.428], [0.543, -4.129, 4.368]],
  "forces_ev_per_angstrom": [[0.0170, 0.1465, 0.5574], [0.0136, 0.0268, 0.0665], [0.0530, 0.0011, 0.0463], [-0.0862, 0.4002, 0.1017], [0.0248, 0.0300, -0.2012], [-0.0986, -0.2016, -0.0120], [-0.0215, 0.0494, -0.1169], [-0.3736, 0.1400, 0.1402], [0.2224, 0.0902, -0.0540], [0.1554, -0.2335, -0.1865], [0.0136, -0.0255, -0.0548], [-0.0172, -0.0168, 0.0105], [-0.0078, -0.0508, -0.0542], [0.0432, -0.0173, 0.0270], [0.2073, -0.0505, -0.0583], [-0.0661, -0.1195, 0.1174], [-0.0237, 0.0419, -0.0188], [0.0618, -0.0539, -0.0191], [0.0129, 0.0068, 0.0286], [0.0049, -0.0110, -0.0064], [-0.0253, -0.0110, 0.0276], [0.0171, -0.0135, -0.0100], [-0.0427, 0.0525, -0.0388], [0.0487, -0.0802, -0.1641], [-0.0128, -0.0008, -0.0037], [-0.0006, -0.0578, -0.0048], [-0.0005, -0.0123, 0.0051], [-0.0012, 0.0002, 0.0058], [0.0036, 0.0013, 0.0069], [0.0046, -0.0020, -0.0100], [0.0009, -0.0005, 0.0018], [0.0106, -0.0012, 0.0027], [0.0521, -0.2107, -0.1025], [-0.0593, -0.0099, -0.1015], [-0.1152, 0.1524, 0.0985], [0.0647, -0.0133, 0.0108], [-0.0875, -0.0001, -0.0740], [0.0165, 0.0927, 0.0396], [-0.0090, -0.0380, -0.0029]],
  "gap_ha": [0.25133, 0.26616],
  "spin_multiplicity": 2,
  "de_lowest_kcal_mol": 13.24,
  "e_lumo_ev": [-5.287, -5.469],
  "s2": 0.756,
  "charge": 1
}

=====

{
  "formula": "C12H14N2",
  "method": "ωB97M-V/def2-TZVPD",
  "species": ["C", "C", "C", "C", "C", "C", "C", "C", "C", "C", "C", "C", "H", "H", "H", "H", "H", "H", "H", "H", "H", "H", "H", "H", "H", "H", "N", "N"],
  "coordinates": [[0.786, -1.242, -1.521], [-0.209, -2.143, -0.823], [-0.425, -1.563, 0.549], [-0.293, -2.338, 1.687], [-0.301, -1.592, 2.933], [-0.178, -0.250, 2.519], [-0.167, 0.870, 0.286], [-1.379, 1.028, -0.456], [-1.508, 1.925, -1.466], [-0.305, 2.667, -1.993], [0.671, 2.626, -1.072], [0.881, 1.694, 0.065], [2.323, -1.595, -0.330], [2.504, -0.206, -1.311], [0.215, -0.282, -1.689], [0.944, -1.601, -2.499], [0.205, -3.337, -0.503], [-1.096, -2.417, -1.616], [-0.748, -3.421, 1.863], [-0.152, -1.945, 4.053], [0.245, 0.776, 2.974], [-2.432, 0.637, -0.467], [-2.479, 2.290, -1.808], [-0.040, 3.404, -3.092], [1.451, 3.300, -1.601], [1.892, 1.397, 0.508], [1.912, -0.788, -0.815], [-0.237, -0.225, 0.996]],
  "forces_ev_per_angstrom": [[-2.2506, 2.0420, -1.1968], [-0.2138, -3.4074, -0.1639], [0.7084, 0.4634, 2.1755], [-3.2946, -2.7324, 2.4229], [1.6069, 2.2626, 0.0794], [1.3285, 0.8099, -1.9731], [-2.3991, 2.1355, -3.2320], [-2.0762, 2.0232, -1.7746], [1.7932, 2.8944, -2.6160], [-2.3585, 0.3093, -0.6795], [4.3778, 0.7917, -1.0214], [0.8650, 1.0266, -1.3379], [0.5973, 0.8968, -0.4011], [1.4974, 0.8464, -1.0978], [0.0856, -0.9916, -0.3064], [0.5999, -0.7760, -1.3550], [-0.8623, 3.5247, -1.3380], [1.7646, 1.1951, 2.2956], [1.6476, 1.9631, -1.2869], [-0.5684, 0.6612, -2.8444], [-1.4909, -2.6649, -0.8891], [1.5084, -0.8673, 1.8617], [0.0850, -0.8990, -0.3083], [-1.6912, -2.5571, 3.7475], [-0.0045, -1.3249, 2.3370], [-1.6537, 1.1252, -0.6156], [-0.1294, -3.0231, 2.7830], [0.5274, -5.7271, 6.7350]],
  "gap_ha": 0.32733,
  "spin_multiplicity": 1,
  "de_lowest_kcal_mol": 172.52,
  "e_lumo_ev": 0.879
}

=====

{
  "formula": "C12H14N2O",
  "method": "ωB97M-V/def2-TZVPD",
  "species": ["N", "C", "C", "C", "C", "C", "C", "C", "C", "C", "C", "C", "N", "C", "O", "H", "H", "H", "H", "H", "H", "H", "H", "H", "H", "H", "H", "H", "H"],
  "coordinates": [[1.710, 0.886, 2.146], [2.846, -0.027, 2.285], [3.370, -0.400, 0.899], [2.517, -1.498, 0.224], [1.309, -0.928, -0.497], [1.325, -0.484, -1.783], [0.046, 0.102, -2.025], [-0.720, -0.074, -0.904], [-2.125, 0.275, -0.660], [-2.971, 0.776, -1.668], [-4.337, 1.042, -1.348], [-4.821, 0.744, -0.081], [-4.001, 0.272, 0.874], [-2.704, 0.020, 0.583], [0.069, -0.677, 0.043], [1.991, 1.769, 1.694], [0.925, 0.489, 1.588], [2.547, -0.908, 2.864], [3.638, 0.487, 2.832], [3.417, 0.464, 0.232], [4.344, -0.860, 0.983], [2.237, -2.250, 0.945], [3.104, -2.012, -0.555], [2.199, -0.472, -2.442], [-0.282, 0.509, -2.967], [-2.624, 0.946, -2.688], [-5.025, 1.437, -2.102], [-5.900, 0.816, 0.153], [-2.084, -0.443, 1.372]],
  "forces_ev_per_angstrom": [[-0.9639, 0.3931, -0.0788], [-0.2733, 0.8567, -1.0557], [-0.0909, -1.3720, 0.1179], [-0.8334, 0.6917, -0.4202], [0.2525, 0.0565, -0.9469], [0.0789, 0.4301, 0.1806], [-0.3777, -0.3782, -0.0936], [0.9925, 0.3942, -1.2123], [-0.2686, -0.3442, -0.1000], [-1.1578, 0.3075, 0.6850], [1.0477, -0.2631, -0.6714], [0.7606, -0.3373, 0.2511], [0.4297, -0.4667, -0.2015], [-0.9610, 0.2736, 0.4460], [0.0273, -0.5061, 0.5768], [-0.1571, -0.7540, 0.3233], [1.0686, 0.4015, 0.7226], [0.0570, 0.0939, -0.1373], [-0.0988, -0.0028, 0.1593], [0.1557, 0.0185, 0.2372], [0.6470, 0.1468, 0.0738], [-0.1502, -0.2815, 0.3298], [-0.2282, 0.2609, 0.2393], [-0.5540, -0.1572, 0.3079], [-0.0696, 0.1330, 0.0573], [0.0002, -0.0013, 0.3717], [0.3777, -0.1979, 0.1682], [0.8145, 0.1680, 0.0101], [-0.5256, 0.4361, -0.3404]],
  "gap_ha": 0.31745,
  "spin_multiplicity": 1,
  "smiles": "NCCCc1ccc(-c2cccnc2)o1",
  "de_lowest_kcal_mol": 45.85,
  "e_lumo_ev": 0.523
}

=====

{
  "formula": "C12H14N3O10P2PtSSe",
  "method": "ωB97M-V/def2-TZVPD",
  "species": ["Pt", "O", "P", "O", "O", "O", "P", "O", "O", "O", "H", "H", "C", "C", "C", "C", "C", "C", "N", "N", "C", "C", "C", "C", "C", "N", "H", "H", "H", "H", "H", "H", "H", "H", "H", "C", "S", "O", "O", "O", "H", "H", "H", "Se"],
  "coordinates": [[-0.322, 0.289, -0.863], [3.584, -0.583, -3.718], [2.258, -1.235, -3.153], [2.132, -2.646, -3.498], [1.123, -0.275, -3.802], [2.302, -0.913, -1.577], [2.690, 0.631, -1.078], [2.434, 0.522, 0.493], [4.121, 0.810, -1.432], [1.652, 1.545, -1.650], [3.992, 0.043, -3.067], [2.992, -0.142, 0.915], [1.705, 3.779, 3.044], [1.638, 3.888, 1.659], [0.725, 3.137, 0.939], [-0.128, 2.252, 1.595], [-0.075, 2.153, 2.987], [0.841, 2.911, 3.700], [-1.009, 1.474, 0.831], [-2.070, 1.032, 1.460], [-2.829, 0.145, 0.785], [-4.040, -0.298, 1.359], [-4.820, -1.193, 0.676], [-4.405, -1.668, -0.575], [-3.211, -1.206, -1.077], [-2.457, -0.309, -0.435], [2.429, 4.358, 3.604], [2.311, 4.554, 1.134], [0.676, 3.206, -0.140], [-0.742, 1.460, 3.481], [0.888, 2.815, 4.779], [-4.314, 0.093, 2.329], [-5.754, -1.536, 1.102], [-4.994, -2.386, -1.127], [-2.827, -1.554, -2.028], [1.236, -3.750, -0.533], [-0.192, -2.684, -0.553], [-1.336, -3.525, -0.279], [0.055, -1.664, 0.495], [-0.281, -2.038, -1.892], [0.930, -4.672, -0.049], [2.018, -3.246, 0.028], [1.559, -3.909, -1.563], [-0.485, 0.334, -3.305]],
  "forces_ev_per_angstrom": [[-1.2095, -0.1070, -0.4300], [-0.2636, 0.0123, 0.0505], [0.4467, 0.1134, 0.1388], [-0.1429, 0.1077, 0.0766], [-0.3081, -0.0772, 0.0126], [-0.1350, 0.0574, -0.6138], [0.5927, 0.2345, -0.0806], [0.0632, -0.1808, -0.0779], [-0.0024, 0.0142, -0.0700], [-0.0650, -0.2380, 0.5900], [-0.0024, 0.0099, 0.0842], [-0.0020, 0.0304, 0.0260], [0.0278, -0.0017, -0.0056], [-0.0205, 0.0044, 0.0227], [-0.0061, 0.0067, -0.1139], [-0.0805, 0.1555, 0.0886], [-0.0114, -0.0569, 0.0444], [-0.0482, -0.0026, -0.0398], [0.4259, -0.0049, -0.4631], [-0.1004, 0.0054, 0.1935], [-0.0637, 0.0483, -0.1862], [-0.0538, -0.0095, 0.0330], [0.0147, 0.0357, 0.0494], [-0.0589, 0.0357, -0.0159], [-0.0586, 0.0967, -0.0832], [0.2714, -0.0625, 0.0713], [-0.0272, -0.0101, -0.0168], [-0.0193, 0.0011, 0.0003], [0.0608, -0.0444, 0.0314], [0.0281, 0.0291, 0.0106], [-0.0062, -0.0064, -0.0122], [0.0076, -0.0265, -0.0148], [0.0134, -0.0006, 0.0265], [0.0622, 0.0015, -0.0175], [0.0512, -0.0459, 0.0531], [0.0421, 0.2045, -0.2691], [-0.3990, -0.3219, 0.5816], [0.0607, -0.0307, -0.0862], [0.1454, -0.0985, -0.1160], [0.2055, 0.1183, 0.3763], [0.0422, -0.0104, 0.0053], [0.0146, -0.0394, -0.0502], [-0.0329, -0.0429, 0.0753], [0.5417, 0.0956, 0.1207]],
  "gap_ha": [0.23164, 0.22064],
  "spin_multiplicity": 5,
  "de_lowest_kcal_mol": 25.41,
  "e_lumo_ev": [2.313, 0.237],
  "s2": 6.034,
  "charge": -1
}

=====

{
  "formula": "C12H14N5O6S2",
  "method": "ωB97M-V/def2-TZVPD",
  "species": ["C", "C", "N", "N", "C", "C", "S", "C", "C", "O", "N", "C", "C", "C", "C", "C", "O", "N", "S", "O", "O", "O", "N", "C", "O", "H", "H", "H", "H", "H", "H", "H", "H", "H", "H", "H", "H", "H", "H"],
  "coordinates": [[5.272, 2.829, -1.878], [4.429, 1.654, -1.593], [3.245, 1.601, -2.064], [2.626, 0.423, -2.001], [1.197, 0.429, -2.473], [3.011, -0.637, -1.179], [2.096, -2.059, -0.859], [0.889, -1.509, 0.367], [-0.551, -1.623, -0.087], [-0.704, -1.835, -1.259], [-1.595, -1.647, 0.781], [-1.598, -1.242, 2.179], [-3.064, -1.321, 2.705], [-3.908, -1.225, 1.460], [-2.978, -1.499, 0.192], [-3.415, -0.039, -0.226], [-3.630, 0.262, -1.393], [-4.226, 0.112, 0.839], [-4.226, 1.582, 1.683], [-4.993, 1.364, 2.924], [-4.705, 2.790, 0.991], [-2.788, 1.821, 2.132], [4.190, -0.639, -0.641], [5.000, 0.449, -0.969], [6.143, 0.441, -0.511], [6.281, 2.558, -2.045], [4.900, 3.422, -2.640], [5.292, 3.529, -1.035], [1.012, 1.411, -2.954], [0.956, -0.437, -3.114], [0.438, 0.396, -1.712], [1.053, -0.375, 0.602], [1.041, -1.966, 1.323], [-1.079, -0.250, 2.322], [-0.907, -1.906, 2.664], [-3.298, -2.293, 3.156], [-3.346, -0.541, 3.375], [-4.802, -1.833, 1.576], [-3.256, -2.195, -0.641]],
  "forces_ev_per_angstrom": [[-0.0109, 0.4281, 2.3190], [0.4040, -1.0089, -0.5635], [-0.1545, 0.0507, -0.5634], [-3.4077, -1.8952, 0.8161], [0.1786, 0.7381, -0.8791], [1.5796, 2.0465, -0.2646], [-1.1106, -1.0837, 0.0143], [-0.1152, 3.2017, 0.9485], [0.2334, -1.0522, 0.3312], [-0.9629, 0.0399, -1.8692], [-1.8674, 0.4090, -0.7981], [1.2005, 1.0637, 0.7567], [1.0380, -0.3390, -1.0840], [0.1882, 0.1300, -1.2394], [0.8566, 0.6906, 0.6483], [-1.3031, -3.4811, -4.5779], [1.3960, 1.2009, 1.5706], [-0.6044, 1.0502, 2.1790], [2.0000, 5.2024, 5.3599], [-0.2956, -1.4448, -1.5503], [0.1180, -2.6262, -1.0046], [-1.7719, -1.5472, -1.9527], [-0.1857, 0.6332, -0.8762], [1.7573, -0.2095, 2.3422], [-0.3754, 0.4465, -0.9705], [0.9808, -0.4655, -0.2586], [-0.8708, 0.7685, -1.8576], [0.0976, -0.2676, 0.2920], [0.4553, -0.8132, -0.1153], [0.4953, 0.5495, 0.0914], [0.1603, -0.1429, 0.8965], [-0.0972, -1.8144, -0.4661], [0.3484, -0.5737, 0.4803], [-1.2284, -0.4802, -0.2467], [0.0353, -0.7038, 0.7733], [0.3395, 0.1507, -0.0224], [0.1233, 0.6338, 0.6025], [-0.1617, 0.1796, -0.3932], [0.5374, 0.3356, 1.1315]],
  "gap_ha": 0.28472,
  "spin_multiplicity": 1,
  "smiles": "Cc1nn(C)c(SCC(=O)N2CC[C@@H]3[C@H]2C(=O)N3S(=O)(=O)[O-])nc1=O",
  "de_lowest_kcal_mol": 21.09,
  "e_lumo_ev": 2.218,
  "charge": -1
}